{"formula": "C12H11ClO2", "method": "the ωB97M-V functional and the def2-TZVPD basis", "e_homo_ha": -0.28703, "de_lowest_ev": 2.818, "fmax_ev_per_a": 4.001, "smiles": "O=C=C(Cl)c1ccccc1.CC#COC", "elements": ["O", "C", "C", "Cl", "C", "C", "C", "C", "C", "C", "H", "H", "H", "H", "H", "C", "C", "C", "O", "C", "H", "H", "H", "H", "H", "H"], "xyz": [[2.776, 0.039, 1.920], [1.983, 0.686, 1.348], [1.247, 1.382, 0.492], [2.256, 2.457, -0.294], [-0.186, 1.575, 0.416], [-0.980, 0.756, 1.223], [-2.297, 0.732, 1.008], [-2.916, 1.509, 0.061], [-2.127, 2.398, -0.731], [-0.763, 2.533, -0.513], [-0.503, -0.015, 1.933], [-2.998, 0.158, 1.581], [-3.934, 1.331, -0.183], [-2.704, 2.999, -1.483], [-0.151, 3.266, -1.048], [0.527, -2.849, 1.520], [0.793, -2.068, 0.370], [0.858, -1.097, -0.354], [1.029, -0.491, -1.513], [1.587, -1.273, -2.559], [1.098, -2.729, 2.365], [0.749, -3.902, 1.208], [-0.501, -2.988, 1.759], [2.601, -1.029, -2.677], [1.126, -1.040, -3.514], [1.429, -2.340, -2.332]]}

---

{"formula": "CH27O13", "method": "the ωB97M-V functional and the def2-TZVPD basis", "total_charge": -1, "e_homo_ha": -0.23148, "de_lowest_ev": 2.069, "fmax_ev_per_a": 3.698, "elements": ["C", "O", "H", "H", "H", "O", "H", "H", "O", "H", "H", "O", "H", "H", "O", "H", "H", "O", "H", "H", "O", "H", "H", "O", "H", "H", "O", "H", "H", "O", "H", "H", "O", "H", "H", "O", "H", "H", "O", "H", "H"], "xyz": [[0.076, -0.558, 0.282], [-0.085, 0.771, -0.125], [-0.236, -0.716, 1.321], [1.016, -0.965, -0.046], [-0.702, -1.201, -0.241], [-0.097, 1.847, -2.474], [-0.957, 2.039, -2.884], [-0.144, 1.297, -1.706], [-2.118, -2.554, 1.482], [-2.271, -1.726, 1.846], [-1.522, -2.466, 0.783], [-2.567, 0.195, -1.071], [-1.754, 0.329, -0.633], [-2.356, -0.299, -1.867], [1.095, 3.874, -1.239], [1.010, 3.007, -1.621], [1.299, 4.457, -1.977], [2.528, 0.861, -1.011], [1.769, 0.551, -0.578], [3.236, 0.206, -0.760], [0.588, -1.810, -2.486], [0.179, -1.528, -1.682], [-0.140, -1.857, -3.133], [-2.263, 2.877, 0.327], [-1.580, 2.257, -0.020], [-1.711, 3.531, 0.747], [0.563, 0.238, 3.652], [0.403, -0.646, 3.489], [0.800, 0.601, 2.793], [2.755, -3.019, -0.444], [3.472, -2.364, -0.558], [2.504, -2.976, 0.507], [-1.964, 0.608, 1.947], [-2.519, 1.298, 1.527], [-1.183, 0.491, 1.444], [1.206, 1.884, 1.674], [0.919, 2.736, 2.082], [0.707, 1.633, 0.857], [-0.203, -3.990, 0.022], [-0.436, -4.890, 0.164], [0.665, -4.011, -0.403]]}

---

{"formula": "C5H8N2", "method": "the ωB97M-V functional and the def2-TZVPD basis", "e_homo_ha": -0.35157, "de_lowest_ev": 2.776, "fmax_ev_per_a": 0.578, "smiles": "C=C[C@@H](N)C1=NC1", "elements": ["C", "C", "C", "N", "C", "N", "C", "H", "H", "H", "H", "H", "H", "H", "H"], "xyz": [[-1.225, -1.770, -0.554], [-0.224, -0.933, -0.790], [0.658, -0.341, 0.284], [2.067, -0.544, -0.009], [0.196, 1.076, 0.427], [0.538, 2.280, 0.347], [-0.935, 1.954, 0.602], [-1.871, -2.123, -1.352], [-1.436, -2.132, 0.450], [-0.038, -0.562, -1.800], [0.427, -0.839, 1.235], [2.644, -0.104, 0.700], [2.310, -0.111, -0.896], [-1.329, 2.157, 1.596], [-1.627, 2.131, -0.223]]}

---

{"formula": "H14O6S", "method": "the ωB97M-V functional and the def2-TZVPD basis", "e_homo_ha": -0.36637, "de_lowest_ev": 1.574, "fmax_ev_per_a": 3.243, "smiles": "O.O.O.O.O.O.S", "elements": ["O", "H", "H", "O", "H", "H", "O", "H", "H", "O", "H", "H", "O", "H", "H", "O", "H", "H", "S", "H", "H"], "xyz": [[1.790, -2.011, -0.760], [2.222, -1.996, 0.168], [2.530, -2.220, -1.293], [-1.433, -0.834, -1.368], [-0.528, -1.237, -1.447], [-1.234, 0.152, -1.571], [-1.050, 2.133, 0.462], [-1.609, 2.323, 1.225], [-1.092, 1.164, 0.444], [-4.113, 0.200, 2.861], [-3.749, -0.607, 3.249], [-3.759, 0.070, 1.967], [2.609, 1.340, 0.574], [3.122, 2.179, 0.717], [1.703, 1.654, 0.533], [-4.790, -0.103, -0.062], [-4.176, 0.123, -0.696], [-5.496, 0.515, -0.169], [6.368, -1.447, -1.262], [5.605, -1.140, -2.352], [7.078, -0.257, -1.220]]}

---

{"formula": "H16NaO8", "method": "the ωB97M-V functional and the def2-TZVPD basis", "total_charge": 1, "e_homo_ha": -0.50247, "de_lowest_ev": 1.453, "fmax_ev_per_a": 5.614, "elements": ["Na", "O", "H", "H", "O", "H", "H", "O", "H", "H", "O", "H", "H", "O", "H", "H", "O", "H", "H", "O", "H", "H", "O", "H", "H"], "xyz": [[-0.110, -0.194, 0.380], [-0.476, 2.277, -0.250], [-0.451, 3.045, 0.283], [-1.294, 2.345, -0.716], [-0.184, -0.833, -1.871], [-1.014, -0.494, -2.255], [-0.438, -1.747, -1.607], [-1.251, -1.918, 1.229], [-2.012, -1.450, 1.602], [-1.781, -2.529, 0.769], [1.866, 0.510, -0.268], [2.443, 0.199, 0.444], [2.085, -0.203, -0.829], [1.910, -2.190, 0.935], [1.356, -2.406, 1.594], [2.733, -2.705, 0.928], [-2.831, 0.306, -0.212], [-3.246, 0.858, 0.409], [-2.842, 0.861, -1.020], [1.117, 1.777, -2.671], [1.082, 1.283, -1.889], [1.950, 1.435, -2.947], [0.162, 0.332, 2.593], [0.080, 1.317, 2.653], [1.144, 0.136, 2.711]]}

---

{"formula": "C6H10O", "method": "the ωB97M-V functional and the def2-TZVPD basis", "e_homo_ha": [-0.28833, -0.28835], "de_lowest_ev": 5.006, "fmax_ev_per_a": 0.575, "elements": ["C", "C", "C", "C", "C", "O", "C", "H", "H", "H", "H", "H", "H", "H", "H", "H", "H"], "xyz": [[-1.793, -0.368, 0.715], [-1.189, 0.136, -0.609], [-0.172, 1.176, -0.241], [0.935, 0.314, -0.415], [2.135, 0.015, 0.571], [1.501, -0.787, 1.389], [0.021, -0.752, -1.035], [-0.982, -0.572, 1.429], [-2.487, 0.362, 1.143], [-2.338, -1.302, 0.541], [-1.954, 0.379, -1.352], [0.975, 1.203, -1.218], [-0.237, 2.197, 0.135], [2.973, -0.404, -0.030], [2.470, 1.010, 0.952], [0.094, -1.703, -0.512], [0.139, -0.882, -2.114]]}

---

Per-record energy, eV: -29234.5260 -28093.7459 -8292.2198 -23346.8572 -21051.9850 -8426.2345